Formula: C45H64CsN4O4PSi2
Source: OMol25
Level of theory: ωB97M-V with the def2-TZVPD basis set

ORCA input file:
```
! RIJCOSX wB97M-V def2-TZVPD def2/J DEFGRID3
* xyz -2 1
C -1.522 1.213 4.808
H 0.136 -4.096 6.544
H 0.075 0.815 7.594
C -0.550 1.426 5.779
H -4.832 3.721 1.344
H 3.040 -0.739 0.898
H 1.066 -6.569 2.724
C -1.243 1.513 3.484
H -3.284 3.431 0.513
C 1.889 -0.809 -6.266
H 3.023 -3.778 6.369
C 0.626 0.378 -2.805
P -0.069 3.317 0.144
C 3.515 3.536 -4.225
H 0.046 -5.195 5.153
H 2.036 -0.779 4.852
C 1.787 3.544 -5.882
C -0.786 5.217 -4.032
H -2.521 3.954 -4.070
H -2.949 -2.693 2.214
H -6.003 2.093 -0.221
H 1.989 2.383 -0.742
C 2.864 4.170 -5.272
Cs -1.136 0.254 -0.262
C 0.032 -4.143 5.453
H 0.536 1.805 -5.944
C -5.196 1.132 2.240
H -0.123 -2.815 -8.106
O -0.496 0.861 -2.976
H -4.882 -1.771 0.985
H -4.989 -1.957 -1.475
H -3.399 3.197 2.258
H -2.081 2.982 -1.845
C 1.632 0.228 -3.999
H 0.610 -2.555 2.313
H -4.630 1.163 3.175
C -0.180 -1.191 -5.126
H 1.459 2.157 6.076
C 0.656 1.985 5.369
H 1.249 4.042 -6.680
C -1.403 3.723 -2.256
H -1.974 1.284 2.705
H -0.025 -6.027 1.451
H 1.467 -6.884 1.024
O -3.144 0.836 1.003
C 2.056 1.622 -4.446
C -1.653 4.274 -3.506
C -1.964 -3.397 0.448
H 4.411 -4.102 1.784
C 0.585 5.040 -2.066
H 1.308 -1.416 6.348
C 1.387 -3.185 2.758
C 0.212 -2.194 -7.284
H -2.474 0.761 5.065
H -1.114 5.253 1.181
H 1.930 -4.769 -0.851
C 0.837 2.255 4.025
Si 1.950 -4.470 1.646
O 3.308 -0.804 -1.136
C -4.098 -2.285 0.447
C 1.742 2.977 0.138
H -1.586 -2.444 -6.144
C -3.941 3.083 1.316
C 1.382 2.284 -5.468
C -4.280 1.593 1.082
C 0.338 5.600 -3.309
H 2.867 -0.341 -6.304
C 3.112 2.274 -3.812
H 3.623 1.793 -2.987
H 0.293 -0.985 4.958
C 1.251 -1.424 5.253
H 1.031 6.322 -3.725
H -0.972 5.643 -5.011
H -0.830 -1.021 -4.279
H -4.461 1.829 -1.065
C 1.030 -6.151 1.713
C -4.150 -2.380 -0.936
C -2.013 -3.484 -0.939
O 3.066 -0.675 1.866
H -1.098 -3.762 0.989
H 3.075 -4.979 5.074
H 4.339 4.025 -3.718
H -1.183 -3.923 -1.479
H -6.091 1.758 2.351
N 2.682 -0.491 -3.320
H -5.351 0.447 -0.414
H 1.788 2.654 3.683
C 1.075 -0.596 -5.154
N 1.165 -0.069 -1.670
H 2.120 -1.756 -8.173
C 1.468 -1.600 -7.321
C -3.106 -2.980 -1.630
H -1.481 0.383 7.230
H 0.815 -3.488 -0.344
H 0.162 4.571 2.196
H 3.881 -3.423 4.854
C -0.101 4.845 1.175
C -0.285 4.100 -1.516
H -5.513 0.100 2.073
C -0.605 -1.985 -6.185
H -0.951 -3.743 5.186
H 3.640 -0.442 -3.627
C 1.797 -3.930 -0.159
H 0.591 5.606 0.806
C -3.009 -2.798 1.138
Si 1.411 -3.173 4.542
H 4.069 -5.731 1.163
H 3.933 -5.389 2.894
H -3.134 -3.035 -2.712
H 2.535 -3.160 -0.401
C 2.449 -0.482 -1.939
H 2.337 3.894 0.145
C -5.086 1.492 -0.232
H 2.605 -1.485 2.169
N -0.076 2.032 3.084
H 1.987 2.377 1.016
H 1.474 5.336 -1.517
C 3.764 -4.976 1.896
H 3.179 5.155 -5.596
C 3.000 -3.908 5.282
N -0.772 1.092 7.118
*
```

Löwdin atomic charge list, values in e, 2 entries:
1. C -0.027
2. H 0.003



Formula: C4H4O2
Source: OMol25
Level of theory: ωB97M-V with the def2-TZVPD basis set

Values from the calculation:
SMILES: C=COC=C=O

ORCA input file:
```
! RIJCOSX wB97M-V def2-TZVPD def2/J DEFGRID3
* xyz 0 1
H 1.247 -0.277 -2.106
O -2.040 -1.723 1.524
H -1.817 1.349 0.834
C 1.629 -0.135 -1.097
C 0.807 0.318 -0.175
H 1.071 0.529 0.871
O -0.486 0.538 -0.560
C -1.360 0.439 0.491
C -1.690 -0.733 1.015
H 2.639 -0.304 -0.796
*
```

Löwdin atomic charge list, values in e, 2 entries:
1. H 0.075
2. O 0.188



Formula: C3H5N3
Source: OMol25
Level of theory: ωB97M-V with the def2-TZVPD basis set

Values from the calculation:
SMILES: [H]/N=C1\CN=CN1

ORCA input file:
```
! RIJCOSX wB97M-V def2-TZVPD def2/J DEFGRID3
* xyz 0 1
C -0.498 0.679 0.194
N 0.668 -1.532 0.071
C -0.682 -1.031 0.137
H -2.122 1.771 0.376
N -1.165 1.755 0.044
H 1.413 1.555 -0.212
H -1.274 -1.805 0.685
C 1.434 -0.530 -0.103
H -1.145 -0.975 -0.847
N 0.865 0.713 -0.113
H 2.506 -0.602 -0.232
*
```

Löwdin atomic charge list, values in e, 2 entries:
1. C -0.326
2. N 0.005



Number 1: orbital gap 0.1749 Eh, DFT total energy -87451.15179 eV. Number 2: orbital gap 0.3448 Eh, DFT total energy -8304.94972 eV. Number 3: orbital gap 0.3660 Eh, DFT total energy -7661.06135 eV.